Here is 2 unconnected molecules or ions with the total composition C5H9O3S from OMol25. Energies are from ωB97M-V/def2-TZVPD.

```
18
Properties=species:S:1:pos:R:3:forces:R:3
S 1.824 -0.143 0.471 0.4 -0.2 0.1
O -1.590 -1.449 1.217 -0.1 -0.2 0.4
O 1.862 0.820 -0.860 0.1 0.1 -0.2
O -1.014 -1.548 -0.951 0.0 -0.2 -0.4
C -0.904 1.204 -1.062 -0.4 0.2 -0.2
C -1.229 -0.971 0.133 0.0 0.6 -0.2
C -1.032 0.582 0.112 -0.5 -0.4 -0.2
C 1.931 -1.787 -0.273 -0.2 0.5 0.0
C -1.167 1.295 1.418 0.1 -0.1 0.1
H -2.179 1.696 1.510 0.0 0.0 0.1
H 2.099 -2.477 0.549 0.0 -0.1 0.1
H 0.983 -2.003 -0.767 0.0 -0.1 0.0
H -1.017 0.576 2.220 0.0 0.1 0.0
H -0.928 0.627 -1.975 0.0 -0.2 -0.1
H -0.457 2.117 1.509 0.0 0.1 0.0
H 0.915 0.985 -1.117 0.3 -0.2 0.3
H -0.867 2.283 -1.167 0.0 0.1 0.2
H 2.770 -1.805 -0.967 0.1 -0.1 0.0
```
Forces are in eV/Å.

The value obtained for the HOMO energy is -4.57 eV. The largest force on an atom is 0.66 eV Å⁻¹. As for the LUMO energy: 0.1289 Eh. As for the total energy: -22309.372 eV. The value obtained for the energy above the lowest of the compared OMol25 structures with the same formula, charge and spin is 1.4 kcal/mol. The net charge is -1.